# C37H52BrCl2FI2O4

A cluster of 3 separate species, C37H52BrCl2FI2O4 in total at a distorted geometry (ωB97M-V/def2-TZVPD, OMol25).

XYZ file:
```
99
Properties=species:S:1:pos:R:3
C 5.06675 -4.69442 4.03746
C 4.92894 -3.19735 3.76252
C 5.30468 -2.87708 2.30845
C 4.71803 -1.57507 1.73448
C 4.41229 -0.46703 2.74657
C 3.80183 0.74351 2.03073
C 3.15718 1.73311 3.01492
C 1.69895 1.36710 3.28305
C 0.68992 2.16492 2.45286
C -0.74263 1.88974 2.94132
C -1.76099 1.73212 1.80507
C -2.76783 0.62254 2.16830
C -3.75000 0.30712 1.04107
C -3.05817 -0.39674 -0.13940
C -3.42332 -1.87785 -0.43919
C -4.64455 -1.93785 -1.40142
I -4.80714 -3.83082 -2.46259
C -5.97306 -1.45816 -0.75683
C -7.22796 -2.28449 -0.98157
I -6.41553 0.52111 -1.54622
C -2.24670 -2.32199 -1.32507
O -1.93237 -1.88566 -2.40558
O -1.50715 -3.32820 -0.74164
C -1.99786 -3.67772 0.50662
Br -2.36009 -5.64398 0.29314
C -0.97892 -3.54134 1.64343
Cl -1.21310 -4.55151 3.02482
C 0.04606 -2.66095 1.66122
C 0.37548 -1.65898 0.58696
Cl 1.11361 -2.57155 3.01085
C -3.34173 -2.85571 0.74885
F -3.12562 -2.17330 1.94505
C -4.58465 -3.68266 1.03540
O -4.44023 -4.29594 2.29790
O -5.65426 -4.97980 2.60540
H 4.62530 -4.96258 4.99617
H 6.11638 -4.97742 4.09124
H 4.56920 -5.28480 3.27250
H 3.90522 -2.90224 3.97230
H 5.61720 -2.67213 4.42066
H 6.39079 -2.85011 2.24179
H 4.95107 -3.69979 1.68888
H 3.80400 -1.77287 1.17314
H 5.42293 -1.14797 1.02009
H 3.71881 -0.80950 3.51023
H 5.34553 -0.14373 3.20798
H 3.02464 0.36826 1.36202
H 4.58543 1.22698 1.45006
H 3.70700 1.67518 3.95471
H 3.26620 2.74727 2.63651
H 1.45815 1.50195 4.33702
H 1.52547 0.31769 3.03888
H 0.77995 1.87690 1.40410
H 0.94134 3.22360 2.50220
H -0.71533 0.95260 3.49584
H -1.07070 2.67352 3.62015
H -2.33650 2.64046 1.64161
H -1.25971 1.40381 0.89540
H -3.31199 0.92941 3.06235
H -2.18437 -0.25200 2.44600
H -4.15550 1.25225 0.68514
H -4.57575 -0.25790 1.46397
H -3.27804 0.16226 -1.04570
H -1.97979 -0.33813 -0.03915
H -4.41022 -1.24892 -2.19911
H -5.86002 -1.29270 0.30470
H -7.48075 -2.35868 -2.03340
H -7.15286 -3.27143 -0.53317
H -8.05902 -1.76521 -0.50727
H 1.39054 -1.30695 0.75731
H 0.35028 -2.07486 -0.40959
H -0.25852 -0.78378 0.71098
H -4.73744 -4.45660 0.28135
H -5.46267 -3.03732 1.08279
H -6.04094 -5.25713 1.76348
C 2.16114 3.95278 -2.70445
C 2.75012 2.82475 -2.15041
C 1.95747 1.78026 -1.69516
C 0.57602 1.86706 -1.79179
C -0.01439 2.99824 -2.33785
C 0.77865 4.04057 -2.79609
H 2.77906 4.76426 -3.06656
H 3.82786 2.75888 -2.07374
H 2.41706 0.89914 -1.26465
H -0.04206 1.04992 -1.43804
H -1.09275 3.06711 -2.40669
H 0.32055 4.92192 -3.22607
C 2.88111 6.40970 -7.39563
C 3.46959 5.28040 -6.84279
C 2.67684 4.23581 -6.38864
C 1.29489 4.32100 -6.48470
C 0.70639 5.45247 -7.03167
C 1.49933 6.49656 -7.48827
H 3.49975 7.22219 -7.75426
H 4.54731 5.21470 -6.76590
H 3.13526 3.35489 -5.95797
H 0.67709 3.50571 -6.13079
H -0.37159 5.52100 -7.10261
H 1.04012 7.37823 -7.91638
```

Summary:
* SMILES: CCCCCCCCCCCCCC[C@@]1([C@@H](I)[C@H](C)I)C(=O)O[C@@](Br)(/C(Cl)=C(\C)Cl)[C@]1(F)COO.c1ccccc1.c1ccccc1
* HOMO energy: -9.26 eV
* 2S+1: 1
* orbital gap: 8.968 eV
* molar mass: 984.4 g/mol

***

# C18H39BiCl3Ge2N2S4

A structure of composition C18H39BiCl3Ge2N2S4 (ωB97M-V/def2-TZVPD, OMol25).

XYZ file:
```
69
Properties=species:S:1:pos:R:3
Bi 0.68918 -0.27627 -1.25302
C -1.49900 -5.50366 -1.49983
C -2.59850 -4.41666 -1.61374
S -2.07356 -2.71692 -1.27271
C -2.23816 -1.92574 -2.88762
C -1.18033 -2.29546 -3.90821
S 0.53813 -1.82093 -3.49451
C 1.43826 -3.40001 -3.39994
C 0.98949 -4.42319 -2.35756
S -0.37428 -5.47788 -2.88793
H -1.97059 -6.48939 -1.53484
H -0.93096 -5.40189 -0.57502
H -3.33765 -4.68676 -0.85671
H -3.11162 -4.46163 -2.57492
H -2.23897 -0.85050 -2.69353
H -3.22144 -2.14552 -3.30881
H -1.38232 -1.82173 -4.87100
H -1.16996 -3.37194 -4.09794
H 2.47561 -3.12182 -3.20321
H 1.42098 -3.80595 -4.41456
H 0.77803 -3.99067 -1.38376
H 1.81531 -5.14336 -2.24377
Cl 3.31621 0.19585 -4.12827
Ge 3.30085 0.45504 -2.04324
Cl 3.28196 2.46300 -1.42752
Cl 4.85402 -0.67750 -1.17169
C 1.59386 5.36537 0.80127
C 0.52352 5.55748 -0.26272
C -0.68323 4.63394 -0.08616
C -0.28256 3.14341 -0.28912
Ge -1.81794 1.96122 -0.20223
C -2.48997 1.06426 1.37260
C -3.00892 2.11587 2.37968
C -4.27085 2.78028 1.84935
C -3.97063 3.68818 0.67518
H 2.28580 6.20498 0.81139
H 2.18695 4.46116 0.63682
H 1.15071 5.30717 1.79865
H 0.94088 5.39759 -1.26232
H 0.16128 6.58484 -0.24639
H -1.46717 4.90343 -0.79887
H -1.08911 4.75833 0.92207
H 0.46302 2.87532 0.46376
H 0.16595 3.05571 -1.28453
H -2.46498 1.65263 -1.56065
H -1.70748 0.44901 1.82483
H -3.29985 0.40378 1.05670
H -2.24201 2.87580 2.57153
H -3.18076 1.61014 3.32962
H -4.71575 3.38858 2.63876
H -5.01226 2.02293 1.58642
H -3.42969 4.58605 0.96859
H -4.85523 3.98121 0.10963
H -3.34718 3.18684 -0.13775
S 0.77300 -1.89529 0.73629
C 2.05383 -1.53854 1.92846
N 3.30476 -1.30574 1.60818
C 4.37354 -1.14670 2.62339
C 3.98326 -1.90902 3.87702
C 2.59498 -1.49719 4.32509
N 1.66007 -1.60325 3.18088
H 3.56020 -1.30547 0.63597
H 4.51319 -0.08219 2.81584
H 5.28614 -1.54158 2.18240
H 4.69642 -1.69161 4.67075
H 4.02119 -2.98352 3.69157
H 2.57229 -0.46565 4.67986
H 2.21194 -2.14221 5.11258
H 0.68808 -1.79607 3.36950
```

Summary:
* HOMO energy (spin up / spin down): -20.06 / -20.06 eV
* net charge: +4
* 2S+1: 2
* ⟨S²⟩: 0.7533
* orbital gap (spin up / spin down): 7.205 / 5.168 eV
* molar mass: 872.4 g/mol

***

# C41H40AsClCrN4S2

A structure of composition C41H40AsClCrN4S2 at a distorted geometry (ωB97M-V/def2-TZVPD, OMol25).

XYZ file:
```
90
Properties=species:S:1:pos:R:3
Cr 0.73919 1.34119 0.25721
C -0.09378 1.68570 2.42228
C 0.29341 2.90212 1.81578
C -0.49335 3.05352 0.62902
C -1.31058 1.88391 0.47747
C -1.03064 1.03552 1.58639
C -1.70514 -0.25342 1.93413
C -2.40622 1.70716 -0.53396
C -0.62771 4.33308 -0.13116
C 1.10413 4.01273 2.41421
C 0.27802 1.17316 3.77458
H -0.98411 -1.04179 2.16367
H -2.33261 -0.60412 1.11986
H -2.33455 -0.11684 2.81702
H -2.08714 1.14862 -1.41468
H -2.77704 2.67688 -0.86563
H -3.24536 1.16433 -0.09628
H -1.33098 4.98873 0.38900
H -1.00368 4.17508 -1.14011
H 0.32188 4.86438 -0.20480
H 1.89769 4.35882 1.74658
H 1.54536 3.72458 3.36577
H 0.45947 4.87399 2.59987
H 0.49188 0.10275 3.75766
H -0.57461 1.31521 4.44336
H 1.12834 1.69560 4.20267
N -0.30520 -0.51901 -2.63294
C 0.37262 -1.17910 -1.68892
N 0.83253 -0.64512 -0.56964
C 1.36698 -1.64330 0.23351
C 1.33400 -2.89420 -0.26352
S 0.59824 -2.88583 -1.82003
C 2.04748 -1.17282 1.42298
C 2.69865 -1.89110 2.35838
S 3.57248 -0.83384 3.39664
C 2.97266 0.51819 2.50792
N 2.15558 0.20930 1.52328
N 3.29857 1.77049 2.89868
H -0.37521 0.47928 -2.55245
H -0.54592 -0.96027 -3.50299
H 1.74859 -3.79402 0.15675
H 2.76399 -2.96048 2.46045
H 4.10060 1.89178 3.49360
H 3.10781 2.52194 2.26005
Cl 3.33622 2.60776 -0.15417
C 3.37939 1.83151 -1.73160
C 4.59140 1.42777 -2.25353
C 4.60115 0.85040 -3.51403
C 3.41018 0.72007 -4.21509
C 2.21379 1.14642 -3.65928
C 2.15621 1.70537 -2.38037
C 0.91010 2.17154 -1.70983
H 5.50371 1.56621 -1.69000
H 5.53496 0.52107 -3.94805
H 3.41549 0.29514 -5.21022
H 1.30164 1.06525 -4.23722
H 0.06269 2.08954 -2.39672
H 1.00412 3.24410 -1.53510
C -7.25337 -2.09504 0.87286
C -6.18987 -2.80688 1.41086
C -4.95640 -2.79644 0.77702
C -4.77954 -2.08681 -0.40705
C -5.84517 -1.37063 -0.93906
C -7.07859 -1.37646 -0.29998
As -2.99211 -2.03215 -1.20055
C -2.78268 -3.92299 -1.59562
C -2.40527 -4.92520 -0.71624
C -2.27848 -6.22896 -1.17622
C -2.51167 -6.51956 -2.51525
C -2.87222 -5.51517 -3.40099
C -3.01012 -4.20825 -2.94564
C -3.36606 -3.03577 -3.77333
C -3.61005 -3.04848 -5.14328
C -3.91559 -1.86670 -5.80230
C -3.97313 -0.66375 -5.10838
C -3.72357 -0.64073 -3.74196
C -3.43381 -1.82346 -3.07583
H -8.21642 -2.10343 1.36586
H -6.32169 -3.37298 2.32394
H -4.13372 -3.35793 1.20665
H -5.72824 -0.82197 -1.86585
H -7.90632 -0.82433 -0.72616
H -2.20375 -4.69925 0.32482
H -1.99624 -7.01963 -0.49318
H -2.41067 -7.53649 -2.87069
H -3.04723 -5.75672 -4.44177
H -3.56682 -3.97575 -5.70022
H -4.11080 -1.88256 -6.86650
H -4.21284 0.25235 -5.63234
H -3.76613 0.29881 -3.20107
```

Summary:
* HOMO energy (spin up / spin down): -10.45 / -10.45 eV
* net charge: +1
* 2S+1: 2
* ⟨S²⟩: 1.2479
* orbital gap (spin up / spin down): 8.219 / 8.310 eV
* molar mass: 815.3 g/mol

***

- molar mass of number 3 (C41H40AsClCrN4S2)?
  815.3 g/mol

***

- What is the molar mass in the second record?
  872.4 g/mol

***

- Which value of molar mass does entry 2 give?
  872.4 g/mol